(1)
{
  "formula": "C20H33N3O4S",
  "method": "ωB97M-V/def2-TZVPD",
  "homo_lumo_gap_ev": 9.48,
  "smiles": "CCCCCCNC(=O)C[C@@H](NS(=O)(=O)c1ccc(NC(C)=O)cc1)C(C)C",
  "molar_mass_g_mol": 411.6,
  "e_above_lowest_kj_mol": 18.36,
  "symbols": ["C", "C", "C", "C", "C", "C", "N", "C", "O", "C", "C", "N", "S", "O", "O", "C", "C", "C", "C", "N", "C", "C", "O", "C", "C", "C", "C", "C", "H", "H", "H", "H", "H", "H", "H", "H", "H", "H", "H", "H", "H", "H", "H", "H", "H", "H", "H", "H", "H", "H", "H", "H", "H", "H", "H", "H", "H", "H", "H", "H", "H"],
  "positions_angstrom": [[0.238, 5.140, 1.239], [1.291, 4.117, 0.828], [1.336, 3.926, -0.689], [2.169, 2.713, -1.101], [3.670, 2.920, -0.913], [4.460, 1.660, -1.274], [4.230, 0.579, -0.341], [3.432, -0.471, -0.617], [2.915, -0.634, -1.709], [3.281, -1.446, 0.543], [2.072, -2.383, 0.369], [0.884, -1.601, 0.049], [0.402, -0.551, 1.252], [1.156, 0.680, 1.228], [0.400, -1.284, 2.484], [-1.262, -0.213, 0.718], [-1.565, 1.003, 0.135], [-2.849, 1.237, -0.315], [-3.831, 0.252, -0.186], [-5.108, 0.546, -0.661], [-6.232, -0.240, -0.669], [-7.417, 0.473, -1.283], [-6.281, -1.367, -0.241], [-3.510, -0.971, 0.405], [-2.222, -1.197, 0.854], [2.259, -3.480, -0.693], [3.454, -4.376, -0.373], [0.989, -4.326, -0.776], [-0.755, 4.813, 0.934], [0.235, 5.274, 2.318], [0.438, 6.104, 0.773], [2.266, 4.453, 1.185], [1.078, 3.155, 1.299], [1.728, 4.829, -1.165], [0.314, 3.784, -1.052], [1.979, 2.480, -2.152], [1.853, 1.858, -0.503], [4.015, 3.741, -1.547], [3.880, 3.183, 0.125], [5.533, 1.880, -1.290], [4.155, 1.294, -2.256], [4.501, 0.741, 0.616], [3.131, -0.872, 1.460], [4.202, -2.020, 0.644], [1.855, -2.851, 1.336], [1.028, -1.109, -0.826], [-0.791, 1.748, 0.049], [-3.097, 2.185, -0.770], [-5.204, 1.472, -1.055], [-7.654, 1.369, -0.712], [-7.196, 0.758, -2.310], [-8.276, -0.191, -1.274], [-4.269, -1.728, 0.505], [-1.947, -2.128, 1.320], [2.425, -2.989, -1.656], [3.462, -5.228, -1.048], [3.388, -4.749, 0.648], [4.396, -3.850, -0.495], [1.078, -5.063, -1.571], [0.825, -4.847, 0.164], [0.127, -3.696, -0.976]],
  "nbo_charge": [-0.598, -0.407, -0.387, -0.417, -0.399, -0.222, -0.605, 0.700, -0.669, -0.527, -0.047, -0.871, 2.314, -0.974, -0.943, -0.383, -0.109, -0.260, 0.174, -0.604, 0.689, -0.715, -0.588, -0.252, -0.136, -0.233, -0.604, -0.603, 0.194, 0.208, 0.198, 0.191, 0.217, 0.192, 0.190, 0.200, 0.231, 0.203, 0.193, 0.193, 0.228, 0.395, 0.238, 0.237, 0.228, 0.422, 0.230, 0.208, 0.397, 0.229, 0.228, 0.246, 0.265, 0.239, 0.226, 0.215, 0.202, 0.204, 0.207, 0.199, 0.222]
}

(2)
{
  "formula": "C20H33N3O4S",
  "method": "ωB97M-V/def2-TZVPD",
  "homo_lumo_gap_ev": 9.68,
  "smiles": "CCNS(=O)(=O)CC(=O)N(C)C[C@H](C)NC(=O)C[C@H](C)c1ccc(CC)cc1",
  "molar_mass_g_mol": 411.6,
  "e_above_lowest_kj_mol": 35.88,
  "symbols": ["C", "C", "N", "S", "O", "O", "C", "C", "O", "N", "C", "C", "C", "C", "N", "C", "O", "C", "C", "C", "C", "C", "C", "C", "C", "C", "C", "C", "H", "H", "H", "H", "H", "H", "H", "H", "H", "H", "H", "H", "H", "H", "H", "H", "H", "H", "H", "H", "H", "H", "H", "H", "H", "H", "H", "H", "H", "H", "H", "H", "H"],
  "positions_angstrom": [[0.429, -4.248, 4.633], [0.905, -2.815, 4.809], [2.272, -2.570, 4.338], [2.634, -2.303, 2.777], [3.993, -2.726, 2.599], [1.587, -2.810, 1.932], [2.620, -0.524, 2.599], [1.219, 0.073, 2.573], [0.683, 0.373, 3.630], [0.636, 0.282, 1.371], [1.115, -0.247, 0.100], [-0.668, 0.932, 1.326], [-1.878, -0.027, 1.395], [-1.550, -1.395, 1.968], [-2.428, -0.256, 0.056], [-3.115, 0.684, -0.629], [-3.441, 1.754, -0.136], [-3.472, 0.330, -2.059], [-3.015, 1.453, -2.996], [-3.557, 1.240, -4.407], [-1.506, 1.624, -2.979], [-0.659, 0.793, -3.709], [0.707, 1.032, -3.764], [1.277, 2.103, -3.083], [2.748, 2.417, -3.191], [3.589, 1.764, -2.096], [0.441, 2.888, -2.294], [-0.927, 2.656, -2.244], [-0.578, -4.358, 5.037], [0.417, -4.520, 3.579], [1.082, -4.943, 5.163], [0.252, -2.106, 4.303], [0.894, -2.529, 5.863], [3.026, -3.046, 4.812], [3.137, -0.123, 3.467], [3.205, -0.328, 1.703], [2.187, -0.410, 0.108], [0.645, -1.203, -0.138], [0.899, 0.479, -0.687], [-0.713, 1.616, 2.171], [-0.719, 1.510, 0.408], [-2.671, 0.457, 1.968], [-1.159, -1.293, 2.979], [-2.451, -2.010, 2.002], [-0.800, -1.920, 1.373], [-2.102, -1.059, -0.456], [-3.043, -0.632, -2.355], [-4.560, 0.236, -2.101], [-3.445, 2.372, -2.594], [-3.228, 2.036, -5.075], [-3.223, 0.289, -4.827], [-4.648, 1.229, -4.393], [-1.073, -0.029, -4.281], [1.337, 0.399, -4.379], [3.114, 2.093, -4.167], [2.876, 3.501, -3.153], [4.628, 2.091, -2.155], [3.205, 2.020, -1.105], [3.572, 0.680, -2.197], [0.861, 3.721, -1.739], [-1.563, 3.299, -1.646]],
  "nbo_charge": [-0.626, -0.220, -0.894, 2.340, -0.944, -0.963, -0.768, 0.682, -0.639, -0.428, -0.409, -0.230, -0.063, -0.621, -0.614, 0.688, -0.648, -0.479, -0.241, -0.595, -0.056, -0.162, -0.234, -0.025, -0.417, -0.596, -0.230, -0.161, 0.214, 0.227, 0.203, 0.222, 0.204, 0.417, 0.272, 0.250, 0.207, 0.201, 0.222, 0.239, 0.222, 0.227, 0.227, 0.219, 0.216, 0.393, 0.199, 0.235, 0.230, 0.218, 0.198, 0.212, 0.201, 0.210, 0.209, 0.209, 0.213, 0.202, 0.203, 0.211, 0.221]
}

(3)
{
  "formula": "C20H33N5O4",
  "method": "ωB97M-V/def2-TZVPD",
  "homo_lumo_gap_ev": 9.75,
  "smiles": "CCO[C@H]1CCN(C(=O)CO[C@H]2C[C@@H](NC(=O)CCc3ncnn3C)C2)C[C@@H]1C",
  "molar_mass_g_mol": 407.5,
  "e_above_lowest_kj_mol": 1.41,
  "symbols": ["C", "C", "O", "C", "C", "C", "N", "C", "O", "C", "O", "C", "C", "C", "N", "C", "O", "C", "C", "C", "N", "C", "N", "N", "C", "C", "C", "C", "C", "H", "H", "H", "H", "H", "H", "H", "H", "H", "H", "H", "H", "H", "H", "H", "H", "H", "H", "H", "H", "H", "H", "H", "H", "H", "H", "H", "H", "H", "H", "H", "H", "H"],
  "positions_angstrom": [[-4.929, 2.689, -3.135], [-4.639, 2.408, -1.679], [-3.258, 2.129, -1.549], [-2.818, 1.943, -0.217], [-3.185, 0.561, 0.311], [-2.613, 0.357, 1.709], [-1.172, 0.546, 1.692], [-0.263, -0.390, 2.045], [0.942, -0.220, 1.944], [-0.804, -1.723, 2.580], [0.274, -2.461, 3.075], [0.256, -3.855, 2.804], [0.479, -4.153, 1.303], [2.007, -4.089, 1.574], [2.562, -2.773, 1.343], [3.046, -2.450, 0.119], [3.239, -3.268, -0.768], [3.310, -0.975, -0.111], [2.286, -0.452, -1.128], [2.607, 0.916, -1.618], [2.029, 2.040, -1.230], [2.693, 2.984, -1.942], [3.632, 2.523, -2.735], [3.567, 1.190, -2.519], [4.456, 0.292, -3.223], [1.688, -4.343, 3.065], [-0.743, 1.849, 1.192], [-1.311, 2.165, -0.190], [-0.951, 3.593, -0.574], [-5.986, 2.915, -3.276], [-4.342, 3.539, -3.483], [-4.674, 1.823, -3.747], [-4.898, 3.277, -1.058], [-5.243, 1.562, -1.329], [-3.291, 2.703, 0.429], [-4.269, 0.433, 0.342], [-2.776, -0.194, -0.367], [-3.055, 1.087, 2.399], [-2.867, -0.630, 2.082], [-1.536, -1.548, 3.376], [-1.319, -2.247, 1.765], [-0.578, -4.344, 3.317], [0.152, -5.159, 1.041], [0.086, -3.442, 0.575], [2.624, -4.816, 1.055], [2.178, -2.011, 1.895], [3.242, -0.395, 0.809], [4.322, -0.884, -0.510], [2.226, -1.152, -1.964], [1.305, -0.404, -0.655], [2.477, 4.038, -1.877], [4.205, -0.734, -2.965], [4.344, 0.436, -4.295], [5.488, 0.493, -2.940], [2.249, -3.775, 3.805], [1.721, -5.405, 3.301], [-1.075, 2.615, 1.906], [0.343, 1.861, 1.155], [-0.857, 1.477, -0.911], [-1.423, 4.304, 0.110], [0.129, 3.726, -0.537], [-1.288, 3.817, -1.585]],
  "nbo_charge": [-0.619, -0.056, -0.543, 0.122, -0.438, -0.210, -0.429, 0.674, -0.650, -0.162, -0.532, 0.101, -0.449, -0.031, -0.634, 0.684, -0.652, -0.483, -0.439, 0.372, -0.516, 0.137, -0.295, -0.182, -0.410, -0.421, -0.230, -0.235, -0.609, 0.210, 0.213, 0.213, 0.160, 0.157, 0.156, 0.213, 0.211, 0.192, 0.212, 0.191, 0.193, 0.172, 0.219, 0.210, 0.227, 0.441, 0.236, 0.220, 0.232, 0.242, 0.195, 0.224, 0.218, 0.216, 0.226, 0.217, 0.184, 0.266, 0.219, 0.193, 0.227, 0.226]
}

(4)
{
  "formula": "C20H34AlF2N3O9P",
  "method": "ωB97M-V/def2-TZVPD",
  "charge": 1,
  "homo_lumo_gap_ev": 3.75,
  "molar_mass_g_mol": 556.5,
  "symbols": ["C", "O", "C", "C", "C", "P", "C", "C", "F", "C", "C", "C", "C", "N", "H", "H", "H", "H", "H", "H", "H", "H", "H", "H", "H", "H", "H", "H", "H", "H", "H", "H", "H", "H", "H", "H", "H", "Al", "C", "C", "O", "C", "O", "O", "F", "H", "H", "H", "N", "C", "C", "C", "C", "C", "H", "H", "H", "H", "H", "C", "N", "O", "O", "H", "H", "H", "C", "O", "O", "O"],
  "positions_angstrom": [[4.195, 2.892, 2.529], [4.496, 1.602, 2.264], [4.500, 1.259, 0.883], [4.981, -0.153, 0.798], [3.873, -1.192, 0.833], [2.794, -1.187, 2.330], [3.803, -0.697, 3.808], [4.141, -1.915, 4.644], [3.602, -1.819, 5.882], [1.574, 0.160, 1.911], [0.981, 0.867, 3.106], [-0.209, 1.818, 2.814], [-0.768, 1.809, 1.394], [0.084, 2.451, 0.389], [4.817, 3.617, 2.034], [4.319, 3.022, 3.592], [3.101, 3.039, 2.327], [3.557, 1.427, 0.388], [5.216, 1.899, 0.394], [5.723, -0.353, 1.542], [5.481, -0.269, -0.145], [3.252, -1.126, -0.035], [4.353, -2.148, 0.790], [4.733, -0.285, 3.471], [3.273, 0.004, 4.413], [5.203, -1.969, 4.767], [3.829, -2.810, 4.138], [1.978, 0.900, 1.242], [0.797, -0.363, 1.400], [1.774, 1.423, 3.605], [0.638, 0.128, 3.804], [-0.999, 1.489, 3.446], [0.007, 2.835, 3.105], [-1.678, 2.374, 1.435], [-1.055, 0.829, 1.094], [0.926, 2.837, 0.773], [0.354, 1.771, -0.292], [1.395, 3.090, 3.299], [-1.237, 2.631, -4.329], [-2.009, 2.754, -3.038], [-2.222, 1.398, -2.672], [-1.180, 0.689, -3.190], [-0.892, -0.405, -2.864], [-0.512, 1.410, -4.115], [-3.207, 3.359, -3.223], [-1.896, 2.523, -5.190], [-0.559, 3.461, -4.503], [-1.466, 3.262, -2.238], [-1.202, -2.742, -6.499], [-1.970, -2.937, -7.566], [-3.275, -2.480, -7.673], [-3.814, -1.781, -6.607], [-3.030, -1.570, -5.486], [-1.735, -2.067, -5.484], [-1.509, -3.491, -8.376], [-3.851, -2.667, -8.568], [-4.829, -1.409, -6.649], [-3.413, -1.031, -4.629], [-1.088, -1.922, -4.630], [-3.758, -1.821, 1.851], [-3.272, -1.112, 3.065], [-3.854, -1.298, 4.098], [-2.307, -0.383, 2.932], [-4.604, -2.421, 2.127], [-4.032, -1.067, 1.120], [-2.944, -2.439, 1.487], [-7.390, -3.447, 1.647], [-8.412, -3.905, 1.160], [-7.286, -3.007, 2.816], [-6.286, -3.342, 1.052]],
  "nbo_charge": [-0.183, -0.541, -0.066, -0.429, -0.689, 0.770, -0.749, 0.060, -0.351, -0.704, -0.460, -0.484, -0.223, -0.816, 0.200, 0.203, 0.036, 0.159, 0.188, 0.224, 0.227, 0.235, 0.247, 0.248, 0.232, 0.163, 0.168, 0.204, 0.253, 0.124, 0.293, 0.319, 0.037, 0.213, 0.237, 0.329, 0.376, 0.937, -0.132, 0.442, -0.499, 0.968, -0.570, -0.476, -0.318, 0.215, 0.214, 0.157, -0.415, 0.038, -0.260, -0.170, -0.276, 0.025, 0.195, 0.223, 0.217, 0.212, 0.207, -0.483, 0.551, -0.322, -0.463, 0.245, 0.238, 0.240, 0.881, -0.340, -0.242, -0.298]
}